# 1
C2H10N4S | ωB97M-V/def2-TZVPD

Each line ends with the Löwdin charge.
Element x y z (Å)
C (0.44, -0.72, -0.62)  -0.47
C (-1.74, 0.29, -0.47)  0.05
N (0.87, 1.04, 0.79)  0.19
N (-0.77, -0.66, -0.06)  -0.30
N (1.31, 2.06, 0.25)  0.20
N (-1.00, -1.51, 0.99)  0.17
S (1.53, -1.99, -0.18)  1.01
H (0.39, -0.18, -1.60)  0.15
H (-1.49, 0.53, -1.44)  0.09
H (-2.71, -0.16, -0.47)  0.13
H (-1.43, 1.11, 0.18)  0.11
H (1.61, 0.53, 1.22)  0.12
H (2.18, 2.50, 0.16)  0.16
H (0.63, 2.66, -0.38)  0.24
H (-1.78, -1.35, 1.65)  0.18
H (-0.45, -2.35, 1.03)  0.08
H (2.40, -1.79, -1.05)  -0.12

Calculated values
**Net charge**: +2
**Gap between HOMO and LUMO (spin up / spin down)**: 6.886 / 6.889 eV
**LUMO (spin up / spin down)**: -0.3992 / -0.3992 Ha

# 2
C15H17AsBr3N2OReS4 | ωB97M-V/def2-TZVPD

Each line ends with the Löwdin charge.
Element x y z (Å)
Re (7.62, 11.52, 10.83)  0.61
S (4.91, 9.60, 14.11)  0.22
As (5.31, 11.45, 13.14)  -0.33
S (7.58, 11.92, 13.11)  0.09
S (5.43, 11.21, 10.86)  0.19
S (4.08, 13.00, 13.87)  0.06
Br (7.95, 5.25, 14.92)  0.78
C (7.93, 6.59, 13.59)  -0.68
C (7.32, 6.35, 12.36)  -0.10
C (7.38, 7.33, 11.38)  -0.02
C (7.94, 8.60, 11.66)  -0.27
C (8.61, 8.80, 12.89)  -0.07
C (8.57, 7.81, 13.85)  -0.12
N (8.03, 9.55, 10.60)  -0.14
C (8.20, 9.11, 9.36)  -0.05
C (8.01, 10.05, 8.30)  -0.22
C (8.14, 9.74, 6.92)  0.02
C (7.88, 10.77, 6.03)  -0.03
C (7.53, 12.03, 6.52)  -0.02
C (7.45, 12.30, 7.87)  -0.09
N (7.70, 11.33, 8.77)  -0.12
H (6.82, 5.39, 12.17)  0.12
H (6.95, 7.12, 10.39)  0.12
H (9.12, 9.74, 13.14)  0.06
H (9.04, 7.96, 14.83)  0.12
H (8.46, 8.04, 9.21)  0.16
H (8.38, 8.73, 6.61)  0.13
H (7.95, 10.59, 4.95)  0.13
H (7.31, 12.84, 5.83)  0.12
H (7.24, 13.29, 8.28)  0.11
Br (10.31, 11.98, 10.71)  0.63
C (11.33, 13.18, 12.10)  -0.79
Br (10.29, 14.79, 12.39)  0.69
H (12.29, 13.42, 11.65)  0.02
H (11.39, 12.61, 13.01)  0.01
C (5.26, 14.64, 9.96)  -0.09
C (6.37, 14.66, 10.99)  -0.25
O (7.50, 13.80, 10.54)  -0.32
H (4.42, 15.33, 10.22)  0.11
H (4.84, 13.61, 9.95)  0.02
H (5.64, 14.88, 8.95)  0.08
H (5.99, 14.33, 11.96)  0.06
H (6.78, 15.68, 11.10)  0.13
H (8.24, 14.07, 11.13)  -0.05

Calculated values
**Net charge**: +1
**Gap between HOMO and LUMO (spin up / spin down)**: 6.293 / 4.962 eV
**LUMO (spin up / spin down)**: -0.1668 / -0.1999 Ha
**Multiplicity**: 4
**Expectation value of S²**: 3.79

The energy above the lowest of the compared OMol25 structures with the same formula, charge and spin results, record by record, are as follows: 337.6; 0.0 kJ/mol.
The E results, record by record, are as follows: -19009.4869; -337290.0053 eV.
The largest force on an atom results, record by record, are as follows: 4.94; 2.38 eV Å⁻¹.